Entry 1:
Formula: CH4OS2
Source: OMol25
Level of theory: wB97M-V/def2-TZVPD

The frontier orbital gap comes out at 9.5 eV. Its energy above the lowest of the compared OMol25 structures with the same formula, charge and spin is 14.97 kcal/mol. As for the total energy: -912.067698 Ha. As for the structure (SMILES): OC=S.S.

```
8
CH4OS2 wB97M-V/def2-TZVPD
O 2.66422 2.71197 0.34780
C 1.78452 2.41825 -0.55419
S 0.21622 2.89994 -0.58425
H 2.49980 3.41659 1.02148
H 2.32032 1.82611 -1.16960
S -1.11072 -1.19507 0.75388
H -0.90368 -1.08157 -0.46701
H -2.01158 -2.17034 0.66920
```

Entry 2:
Formula: C6H9FS
Source: OMol25
Level of theory: wB97M-V/def2-TZVPD

The frontier orbital gap comes out at 8.2 eV. Its energy above the lowest of the compared OMol25 structures with the same formula, charge and spin is 145.55 kcal/mol. As for the total energy: -731.834838 Ha.

```
17
C6H9FS wB97M-V/def2-TZVPD
C 1.40212 1.53354 -0.03214
C 2.16887 0.26874 -0.29324
C 1.66363 -0.90173 -0.40311
C 0.06721 -1.29868 -0.42005
C -0.88786 -0.86157 0.30361
C -2.46844 -0.95808 0.30167
H 0.34082 1.63511 -0.34149
H 2.03486 2.52610 -0.20521
H 1.21103 1.54248 1.21132
H 3.23403 0.32359 -0.35535
H 2.26365 -1.69480 -0.20664
H -0.29226 -1.87292 -1.26031
H -2.86748 -1.24616 1.39141
H -2.72338 -1.99550 -0.31860
H -1.63232 2.09371 -0.19743
F -0.40799 0.16752 1.26068
S -3.10649 0.73867 -0.43510
```

Entry 3:
Formula: C6H11FO
Source: OMol25
Level of theory: wB97M-V/def2-TZVPD

The frontier orbital gap comes out at 9.9 eV. Its energy above the lowest of the compared OMol25 structures with the same formula, charge and spin is 23.70 kcal/mol. As for the total energy: -410.277180 Ha. As for the structure (SMILES): CCO/C(=C\F)CC.

```
19
C6H11FO wB97M-V/def2-TZVPD
C -0.20132 -2.16306 -0.07344
C 0.87681 -1.32350 -0.72420
O 0.34957 -0.26018 -1.50382
C -0.27311 0.75421 -0.80786
C -1.51359 1.09594 -1.11773
F -2.24268 0.38740 -2.02240
C 0.52059 1.54638 0.22553
C 0.32836 1.07228 1.67931
H 0.25508 -3.01109 0.46097
H -0.79130 -1.57329 0.63753
H -0.89632 -2.55066 -0.84712
H 1.44629 -1.91665 -1.45936
H 1.57756 -0.92466 0.01140
H -2.03432 1.93567 -0.69598
H 1.55936 1.51767 -0.05184
H 0.24367 2.58635 0.15114
H -0.74176 1.10466 1.96554
H 0.65370 0.02871 1.80622
H 0.88340 1.69380 2.36610
```

Entry 4:
Formula: C30H85N9O9
Source: OMol25
Level of theory: wB97M-V/def2-TZVPD

As for the spin multiplicity: 2. The frontier orbital gap (alpha / beta) comes out at 1.6 / 9.4 eV. As for the total charge: -1. As for the total energy: -2363.680506 Ha.

```
133
C30H85N9O9 wB97M-V/def2-TZVPD
C -0.94366 0.10280 -0.15670
O 0.11344 -0.72504 -0.77137
H -1.54850 0.48339 -0.97975
H -1.57067 -0.44341 0.54801
H -0.52860 0.89489 0.46652
H 0.94735 -0.33225 -0.50315
C -1.40849 -4.10704 1.14832
O -2.57584 -4.13030 0.68608
N -0.41369 -3.58248 0.50502
N -0.95639 -4.48776 2.32562
H -0.56851 -3.52211 -0.49121
H 0.52966 -3.79694 0.79522
H -0.01375 -4.83620 2.42611
H -1.67480 -4.90875 2.89726
C 4.26592 0.93842 0.75884
C 2.80751 1.37657 0.94602
C 2.59948 2.78515 1.58838
O 3.32739 3.74893 0.83634
C 3.16417 5.02857 1.22157
N 2.16154 1.31443 -0.36502
H 4.27886 -0.08770 0.39140
H 4.81682 0.94857 1.69932
H 4.75763 1.57620 0.02429
H 2.32760 0.77331 1.71663
H 2.90790 2.71440 2.63143
H 1.54083 3.04313 1.61691
H 3.88857 5.60342 0.64460
H 3.39716 5.19997 2.27250
H 2.18953 5.51129 1.14970
H 1.85638 2.21896 -0.69492
H 2.94398 1.19209 -0.99185
C 4.20419 0.66099 5.86418
C 3.40951 -0.35734 5.10036
C 1.96226 -0.03792 4.57660
O 1.55739 -1.18988 3.78470
C 0.23801 -1.01388 3.18418
N 4.22991 -0.58061 3.96587
H 5.18731 0.25687 6.10559
H 3.80357 0.92906 6.84179
H 4.23325 1.65061 5.40820
H 3.31442 -1.28916 5.65781
H 1.96237 0.81319 3.89563
H 1.17539 0.10540 5.31713
H -0.15966 -1.93754 2.76370
H 0.36581 -0.14986 2.53209
H -0.49918 -0.74760 3.94164
H 4.38432 0.22919 3.38234
H 3.70356 -1.24585 3.41768
C -2.99589 3.45981 -0.91777
C -1.60314 4.11015 -1.07464
C -0.82551 4.27787 0.31753
O -1.55256 4.84012 1.36490
C -0.65481 5.19316 2.49074
N -0.84282 3.24023 -1.96229
H -2.97154 2.41596 -0.60490
H -3.45811 3.59527 -1.89558
H -3.59314 3.99388 -0.17874
H -1.71269 5.05591 -1.60533
H 0.04544 4.88994 0.08316
H -0.45484 3.30631 0.64430
H -0.09709 4.45097 3.06190
H -1.18668 5.60368 3.34904
H 0.16317 5.85816 2.21365
H -1.41943 3.20761 -2.79088
H 0.05871 3.59835 -2.24355
C 2.40534 -3.29726 -1.18800
C 2.72504 -4.69095 -0.59525
C 4.09004 -5.30192 -0.74699
O 4.02843 -6.60412 -0.24270
C 5.26433 -7.32961 -0.52207
N 2.25142 -4.62712 0.75681
H 1.42943 -3.04586 -0.77267
H 2.44541 -3.34412 -2.27626
H 3.12162 -2.57701 -0.79268
H 2.02665 -5.37119 -1.08275
H 4.90598 -4.68994 -0.36250
H 4.39786 -5.29141 -1.79256
H 5.54378 -7.45334 -1.56836
H 5.21414 -8.37045 -0.20232
H 6.03347 -6.83874 0.07422
H 2.25614 -5.58462 1.07817
H 3.09166 -4.24365 1.16550
C -7.74611 1.50420 2.64499
C -6.42514 2.22223 2.66989
C -5.61655 1.89973 1.46111
O -5.20825 0.54773 1.42080
C -4.06891 0.19753 2.22736
N -6.66807 3.64520 2.90720
H -8.22476 1.70715 1.68696
H -8.29404 1.80341 3.53850
H -7.63843 0.41972 2.66534
H -5.83144 1.94429 3.54074
H -4.73450 2.53849 1.50650
H -5.99385 2.17534 0.47632
H -3.69488 -0.77782 1.91605
H -4.47623 0.03068 3.22453
H -3.27279 0.93831 2.30175
H -5.77723 4.09801 2.76070
H -7.00214 4.14117 2.09326
C -6.24796 0.81965 -4.10149
C -5.92951 0.53794 -2.58094
C -4.62388 -0.15743 -2.37927
O -4.60600 -1.55295 -2.64183
C -3.34193 -2.14864 -2.65758
N -5.84589 1.79750 -1.94348
H -6.69502 -0.03014 -4.61733
H -5.43960 1.30589 -4.64759
H -7.15014 1.41457 -4.24386
H -6.71145 -0.02365 -2.06977
H -4.24415 -0.02207 -1.36656
H -3.86108 0.35529 -2.96523
H -3.31203 -3.04110 -3.28266
H -3.14525 -2.40722 -1.61712
H -2.63745 -1.44427 -3.09993
H -5.78432 1.64986 -0.94622
H -6.70363 2.23622 -2.24664
C 4.02080 -2.68986 -5.23879
C 4.32415 -1.29929 -5.76804
C 3.78478 -0.17089 -4.81659
O 2.41699 -0.49181 -4.50319
C 1.75894 0.24737 -3.52316
N 5.75915 -1.21599 -6.15581
H 2.99272 -2.74386 -4.88071
H 4.66634 -2.76191 -4.36346
H 4.31760 -3.53347 -5.86196
H 3.67441 -1.36483 -6.64076
H 3.91665 0.75657 -5.37382
H 4.35582 0.00580 -3.90512
H 1.93796 1.32255 -3.53022
H 2.09932 0.01144 -2.51491
H 0.70746 -0.03964 -3.51273
H 6.34512 -1.55376 -5.40572
H 6.05333 -1.82951 -6.90224
```

Entry 5:
Formula: C5H13NO4S2
Source: OMol25
Level of theory: wB97M-V/def2-TZVPD

The frontier orbital gap comes out at 10.4 eV. Its energy above the lowest of the compared OMol25 structures with the same formula, charge and spin is 1.83 kcal/mol. As for the total energy: -1350.279956 Ha. As for the structure (SMILES): C[C@H](S(C)(=O)=O)S(=O)(=O)N(C)C.

```
25
C5H13NO4S2 wB97M-V/def2-TZVPD
C 0.39034 -1.53974 0.48774
C 0.84546 -0.35312 -0.36204
S 2.50887 0.11468 0.03171
C 3.62866 -1.13409 -0.94385
O 2.76563 -0.13109 1.44452
O 2.83907 1.35982 -0.61713
S -0.34615 1.29608 0.01385
O -0.00417 1.79690 1.31614
O -0.27299 2.20426 -1.07069
N -1.89907 0.72387 0.16242
C -2.57693 0.73439 1.48078
C -2.90571 0.67412 -0.99295
H 1.10507 -1.74834 1.39727
H 0.29837 -2.53509 -0.06592
H -0.64816 -1.31816 0.97918
H 0.80712 -0.55144 -1.45354
H 4.05822 -1.87542 -0.22677
H 2.83460 -1.63948 -1.61290
H 4.15247 -0.52451 -1.71471
H -1.77991 1.08393 2.21738
H -3.38608 1.50576 1.53253
H -3.08107 -0.19653 1.64847
H -2.42302 0.42448 -1.95692
H -3.62165 -0.02200 -0.58835
H -3.28899 1.65071 -1.10620
```

Entry 6:
Formula: C35H38BNO2
Source: OMol25
Level of theory: wB97M-V/def2-TZVPD

The frontier orbital gap comes out at 4.5 eV. As for the total energy: -1586.527773 Ha.

```
77
C35H38BNO2 wB97M-V/def2-TZVPD
C 3.95391 0.64244 1.99209
N 2.55615 0.28609 2.05792
C 1.52033 1.16911 2.05309
C 0.28374 0.44111 2.11652
C -0.97385 0.98534 2.11358
C -2.17578 0.23650 1.98583
C -2.27779 -0.88271 1.10978
C -3.41372 -1.68017 1.11537
C -4.46550 -1.39992 2.00190
C -4.42515 -0.25656 2.81311
C -3.31584 0.56992 2.78866
C 0.67244 -0.96579 2.27817
C -0.01254 -2.13261 2.61109
C 0.69876 -3.34438 2.67129
C 2.09035 -3.37995 2.48907
C 2.81021 -2.20061 2.26824
C 2.07900 -1.01142 2.17045
H 4.56201 -0.26753 2.01227
H 4.17295 1.18297 1.06376
H 4.23897 1.27037 2.84606
H 1.68856 2.24195 1.98230
H -1.09200 1.99812 2.46830
H -1.44984 -1.10442 0.43816
H -3.47322 -2.52806 0.44194
H -5.33019 -2.06730 2.03883
H -5.25386 -0.03059 3.48130
H -3.26696 1.45071 3.43526
H -1.07442 -2.12427 2.83761
H 0.16832 -4.27411 2.86922
H 2.61617 -4.33620 2.53758
H 3.88636 -2.18891 2.16157
C -0.44267 5.28894 5.30363
C -0.02711 6.43441 4.39991
C -0.36383 7.76313 5.05087
C 1.46327 6.25146 3.85806
C 2.03631 7.59127 3.34121
C 2.43355 5.59195 4.79867
O 1.24990 5.36547 2.72494
B 0.13446 6.07535 2.23090
C 0.05952 6.66290 0.84074
C -0.90893 7.65470 0.61204
C -0.75515 8.52813 -0.44805
C 0.33636 8.40595 -1.31562
C 1.24892 7.36043 -1.13435
C 1.11130 6.47964 -0.07417
C -1.09682 3.41859 1.76878
C -2.21878 4.15850 1.31502
C -2.37996 4.48212 -0.08929
C -3.52655 5.09225 -0.57580
C -4.53471 5.52019 0.29922
C -4.40089 5.29218 1.67412
C -3.24634 4.70590 2.18726
O -0.82647 6.32879 3.18684
H 0.03515 5.39190 6.28806
H -1.53277 5.31584 5.44285
H -0.16068 4.31570 4.87254
H 0.22022 7.89810 5.97152
H -0.16867 8.60792 4.37273
H -1.43022 7.76367 5.31170
H 2.30272 8.25039 4.18244
H 2.94793 7.39347 2.75714
H 1.32845 8.12966 2.67969
H 2.54179 6.20134 5.70788
H 2.09774 4.58699 5.07753
H 3.41271 5.51973 4.31258
H -1.75373 7.74714 1.29581
H -1.48027 9.32444 -0.57985
H 0.46724 9.11915 -2.12964
H 2.08682 7.24529 -1.81502
H 1.82274 5.66755 0.07707
H -0.23301 3.32553 1.06174
H -0.82265 3.56630 2.90402
H -1.54478 4.22375 -0.76897
H -3.63539 5.24440 -1.65224
H -5.40918 6.02642 -0.08365
H -5.19069 5.60044 2.36596
H -3.09343 4.61490 3.27636
```

Entry 7:
Formula: C18H25NO5
Source: OMol25
Level of theory: wB97M-V/def2-TZVPD

The frontier orbital gap comes out at 9.0 eV. Its energy above the lowest of the compared OMol25 structures with the same formula, charge and spin is 0.00 kcal/mol. As for the total energy: -1131.937593 Ha. As for the structure (SMILES): CCCC[C@H](CCC(=O)Nc1ccccc1C(=O)OCC)C(=O)O.

```
49
C18H25NO5 wB97M-V/def2-TZVPD
C 0.89540 1.62015 -3.06315
C 1.39682 1.75536 -1.63044
C 1.81414 0.40763 -1.04901
C 2.25105 0.53306 0.40856
C 2.58295 -0.83486 1.00934
C 2.60116 -0.84751 2.54901
C 1.22283 -0.59346 3.17573
C 0.20546 -1.55513 2.58264
O 0.15899 -2.72484 2.88949
N -0.60296 -0.95472 1.65896
C -1.56836 -1.51009 0.83859
C -1.77960 -2.88875 0.77225
C -2.73116 -3.41484 -0.07575
C -3.49918 -2.58244 -0.87916
C -3.31113 -1.21898 -0.81957
C -2.35519 -0.65752 0.03105
C -2.20520 0.80877 0.07499
O -1.31611 1.40428 0.66164
O -3.17630 1.44210 -0.58368
C -3.15086 2.86905 -0.60652
C -2.47179 3.38546 -1.86643
C 3.96162 -1.26876 0.55564
O 4.92416 -0.55647 0.45795
O 4.01068 -2.58073 0.29842
H 0.62230 2.59090 -3.47175
H 0.02283 0.97024 -3.10291
H 1.66822 1.18960 -3.69625
H 2.24680 2.44018 -1.60384
H 0.61033 2.17789 -1.00082
H 2.63035 -0.01090 -1.64255
H 0.96821 -0.28319 -1.11280
H 3.13875 1.16547 0.47556
H 1.45145 1.01469 0.96971
H 1.87223 -1.59039 0.66272
H 3.30745 -0.09617 2.90698
H 2.94642 -1.83030 2.87715
H 1.29439 -0.79035 4.24638
H 0.91448 0.44102 3.03157
H -0.51412 0.05321 1.52883
H -1.18447 -3.53418 1.39644
H -2.87409 -4.48433 -0.11401
H -4.23962 -2.99837 -1.54486
H -3.90192 -0.56092 -1.43672
H -2.62985 3.23075 0.28589
H -4.19902 3.17580 -0.57399
H -1.42949 3.07857 -1.88443
H -2.51996 4.47043 -1.88540
H -2.96869 2.99196 -2.74980
H 4.90960 -2.84839 0.04834
```

Entry 8:
Formula: C39H71Br2F3N3O4
Source: OMol25
Level of theory: wB97M-V/def2-TZVPD

The frontier orbital gap comes out at 7.4 eV. As for the total charge: +1. As for the total energy: -7440.951185 Ha.

```
122
C39H71Br2F3N3O4 wB97M-V/def2-TZVPD
C 1.25810 -9.18683 -8.02986
C 0.26626 -8.10076 -7.36932
C -1.23481 -8.69470 -7.21161
C -1.61943 -8.89107 -5.64770
C -3.09968 -8.25151 -5.43122
C -2.92530 -6.77744 -4.80895
C -3.33239 -6.76359 -3.23763
C -2.20896 -5.92023 -2.41875
C -2.74818 -5.73582 -0.91482
C -3.37695 -4.27510 -0.64338
N -4.28951 -3.79694 -1.59641
N -4.82878 -2.61434 -1.38986
C -5.77065 -2.18332 -2.50052
C -7.31705 -2.50514 -2.11225
O -7.57311 -3.84896 -2.63842
C -4.71358 -1.65975 -0.34866
C -5.50976 -0.26811 -0.26646
C -4.66118 0.89483 -0.99292
O -4.93936 2.08136 -0.74489
O -3.64009 0.60131 -1.94061
C -3.71085 -2.02315 0.80819
C -3.40536 -1.06323 2.03905
C -1.92890 -0.42800 2.04496
C -1.35645 -0.03794 0.60270
C -0.14803 1.02519 0.83744
N 1.19461 0.32685 0.90395
C 2.27052 1.34205 0.89710
C 2.75444 2.16408 2.18694
O 2.86994 1.57232 -0.18329
C -3.03674 -3.39956 0.57842
C -1.96567 -3.89527 1.66426
C -2.60433 -4.29074 3.07661
C -3.10140 -5.81759 3.16281
F -2.19386 -6.69968 2.50360
Br -4.88627 -5.84343 2.22522
C -3.32783 -6.34799 4.66906
F -2.67752 -5.58435 5.66055
F -4.71130 -6.31012 4.95280
Br -2.72461 -8.24538 4.77363
H 1.56205 -8.79734 -9.05886
H 2.15481 -9.28771 -7.32438
H 0.71995 -10.18621 -8.18537
H 0.64673 -7.71507 -6.36018
H 0.19351 -7.19661 -8.06618
H -1.34959 -9.71109 -7.71655
H -1.93471 -7.91635 -7.67896
H -0.83778 -8.41743 -4.95084
H -1.64125 -10.00649 -5.35693
H -3.69591 -8.25940 -6.41557
H -3.64176 -8.98279 -4.72885
H -1.80336 -6.50636 -4.83049
H -3.45788 -5.96756 -5.40345
H -3.45214 -7.82676 -2.85294
H -4.31029 -6.18179 -3.11773
H -1.20946 -6.48515 -2.42063
H -2.14273 -4.90507 -2.92871
H -3.64690 -6.45283 -0.80676
H -2.01426 -6.03768 -0.10339
H -5.60327 -1.10457 -2.81708
H -5.57433 -2.82039 -3.43880
H -8.04786 -1.82853 -2.68499
H -7.49574 -2.50327 -0.98707
H -7.44892 -4.51139 -1.92942
H -5.72818 0.01310 0.82680
H -6.51980 -0.28854 -0.78785
H -3.08470 1.41075 -2.04721
H -4.13501 -0.17541 2.11834
H -3.51924 -1.61679 3.04433
H -1.15607 -1.07239 2.60849
H -2.00268 0.54349 2.66046
H -1.02423 -0.93334 -0.01608
H -2.17144 0.56631 0.05666
H -0.25970 1.55199 1.86086
H -0.17091 1.85131 0.05424
H 1.27835 -0.17446 1.80505
H 2.19259 3.16429 2.29667
H 2.72762 1.55443 3.14883
H 3.85383 2.46622 2.02316
H -1.28086 -4.72046 1.29209
H -1.28413 -2.98379 1.85079
H -1.76827 -4.15226 3.85866
H -3.48235 -3.64903 3.40489
C 6.26667 7.50527 6.03319
C 5.87526 6.12269 5.52921
C 4.91939 6.16324 4.33640
C 3.55953 6.81449 4.60894
C 2.75024 6.18209 5.74276
C 2.37406 4.73132 5.47573
H 5.40074 8.06451 6.39540
H 6.97385 7.41834 6.86189
H 6.74633 8.08677 5.24069
H 5.44057 5.54245 6.35014
H 6.78405 5.59200 5.22803
H 4.76783 5.14080 3.97318
H 5.40169 6.70416 3.51419
H 2.96826 6.77588 3.68695
H 3.70251 7.87714 4.82919
H 1.83069 6.76202 5.87538
H 3.29589 6.25254 6.68869
H 1.78728 4.64510 4.55673
H 1.77038 4.34066 6.29964
H 3.25733 4.09535 5.38363
C 5.63491 9.26100 1.95120
C 4.88690 8.49252 0.87035
C 5.80447 7.92992 -0.21586
C 6.57626 8.97653 -1.02617
C 5.70990 10.01674 -1.73895
C 4.77961 9.41243 -2.78201
H 6.14655 10.13672 1.54523
H 4.93640 9.61104 2.71598
H 6.37722 8.62251 2.43911
H 4.11836 9.13550 0.42857
H 4.35441 7.65919 1.34108
H 5.20738 7.31132 -0.89412
H 6.52873 7.25065 0.24871
H 7.18694 8.45383 -1.77045
H 7.28219 9.49642 -0.37060
H 6.37140 10.73425 -2.23590
H 5.12535 10.59070 -1.01303
H 5.34817 8.87256 -3.54375
H 4.21058 10.20110 -3.28170
H 4.06197 8.72273 -2.33246
```